DFT (the ωB97M-V functional and the def2-TZVPD basis) results for a 2-piece molecular cluster, C2H3BrO2 overall at a distorted geometry.

The geometry in XYZ format:
```
8
Properties=species:S:1:pos:R:3:nbo_charge:R:1
C 0.757 0.947 -0.126 -0.13
C -0.275 -0.088 0.148 0.81
O 0.591 0.073 1.074 -0.40
O -1.566 -0.345 0.233 -0.63
Br 0.354 -2.344 -1.516 -0.66
H 1.510 0.686 -0.817 0.25
H 0.545 2.081 0.126 0.23
H -1.916 -1.010 0.879 0.54
```

Output
orbital gap (spin up / spin down) = 7.6 / 7.6 eV
E = -76256.665 eV
energy above the lowest of the compared OMol25 structures with the same formula, charge and spin = 83.3 kcal per mole
strongest force on any atom = 3.42 eV/A
highest occupied orbital energy (spin up / spin down) = -8.6 / -8.6 eV

DFT (the ωB97M-V functional and the def2-TZVPD basis) results for one molecule with the formula C5H9NOS at a distorted geometry.

The geometry in XYZ format:
```
17
Properties=species:S:1:pos:R:3:nbo_charge:R:1
C 1.755 -1.003 -0.196 -0.62
C 0.598 -0.247 -0.773 -0.42
C -0.269 0.480 0.281 0.17
O 0.464 1.395 1.093 -0.69
C -0.777 -0.541 1.260 0.07
N -2.017 -0.938 1.167 -0.50
S -2.820 -0.242 -0.232 0.38
C -1.521 1.000 -0.466 -0.58
H 2.428 -0.352 0.382 0.22
H 2.428 -1.416 -0.962 0.22
H 1.390 -1.895 0.381 0.21
H 0.858 0.503 -1.508 0.20
H -0.050 -0.924 -1.319 0.22
H 0.855 2.010 0.431 0.47
H -0.133 -0.893 2.071 0.21
H -1.324 1.104 -1.544 0.23
H -1.865 1.959 -0.066 0.23
```

Output
orbital gap = 9.3 eV
E = -19702.858 eV
energy above the lowest of the compared OMol25 structures with the same formula, charge and spin = 33.3 kcal per mole
strongest force on any atom = 2.96 eV/A
highest occupied orbital energy = -8.6 eV

DFT (the ωB97M-V functional and the def2-TZVPD basis) results for one molecule with the formula C6H8N2O2S at a distorted geometry.

The geometry in XYZ format:
```
19
Properties=species:S:1:pos:R:3:nbo_charge:R:1
N -1.397 3.107 0.561 -0.75
C -0.830 1.935 0.279 0.18
C -0.741 1.470 -1.042 -0.24
C -0.240 0.185 -1.353 -0.15
C 0.237 -0.556 -0.323 -0.37
S 0.985 -2.127 -0.740 2.31
N 1.059 -2.983 0.659 -1.13
O 2.386 -1.946 -1.087 -0.95
O 0.066 -2.784 -1.584 -0.95
C 0.282 -0.128 0.997 -0.15
C -0.363 1.156 1.281 -0.24
H -1.448 3.770 -0.138 0.37
H -1.125 3.535 1.291 0.36
H -1.219 1.974 -1.927 0.22
H -0.062 -0.075 -2.277 0.22
H 2.042 -3.304 0.815 0.43
H 0.160 -3.763 0.639 0.43
H 0.561 -0.866 1.801 0.25
H -0.354 1.402 2.149 0.18
```

Output
orbital gap = 9.3 eV
E = -24259.341 eV
energy above the lowest of the compared OMol25 structures with the same formula, charge and spin = 79.2 kcal per mole
strongest force on any atom = 11.58 eV/A
highest occupied orbital energy = -8.6 eV

DFT (the ωB97M-V functional and the def2-TZVPD basis) results for a 2-piece molecular cluster, C6H10N overall at a distorted geometry.

The geometry in XYZ format:
```
17
Properties=species:S:1:pos:R:3:nbo_charge:R:1
C -2.259 1.034 0.236 -0.39
C -0.889 1.316 0.005 0.10
C -1.421 -0.159 -0.126 -0.16
C -1.064 -1.214 -0.887 0.35
C 0.275 1.896 -0.187 -0.30
C 2.360 -0.909 -0.454 -0.88
N -0.786 -1.379 0.590 -0.65
H -2.550 1.109 1.339 0.29
H -3.250 1.185 -0.417 0.32
H 0.172 2.990 0.022 0.28
H 1.739 -0.805 -1.293 0.22
H 1.063 1.236 -0.382 0.25
H 1.931 -0.580 0.497 0.18
H 3.164 -0.278 -0.470 0.24
H 2.816 -1.936 -0.383 0.25
H 0.176 -1.508 0.803 0.45
H -1.476 -1.999 1.107 0.45
```

Output
orbital gap = 9.2 eV
E = -7859.671 eV
energy above the lowest of the compared OMol25 structures with the same formula, charge and spin = 154.0 kcal per mole
strongest force on any atom = 3.66 eV/A
net charge = +1
highest occupied orbital energy = -14.9 eV

DFT (the ωB97M-V functional and the def2-TZVPD basis) results for one molecule with the formula C4H7NO.

The geometry in XYZ format:
```
13
Properties=species:S:1:pos:R:3:nbo_charge:R:1
N -1.516 0.860 1.176 -0.83
C -0.971 -0.296 0.691 0.67
O -1.616 -1.321 0.572 -0.60
C 0.493 -0.179 0.341 -0.35
C 0.872 0.477 -0.964 -0.41
C 1.014 -1.007 -0.786 -0.40
H -1.046 1.739 1.035 0.39
H -2.516 0.877 1.311 0.40
H 1.146 0.006 1.192 0.23
H 0.070 0.834 -1.606 0.22
H 1.772 1.087 -0.980 0.22
H 2.011 -1.426 -0.705 0.22
H 0.288 -1.650 -1.275 0.24
```

Output
orbital gap = 10.8 eV
E = -7798.819 eV
energy above the lowest of the compared OMol25 structures with the same formula, charge and spin = 19.0 kcal per mole
strongest force on any atom = 0.37 eV/A
highest occupied orbital energy = -9.8 eV

DFT (the ωB97M-V functional and the def2-TZVPD basis) results for a 2-piece molecular cluster, C5H8Cl2 overall at a distorted geometry.

The geometry in XYZ format:
```
15
Properties=species:S:1:pos:R:3:nbo_charge:R:1
C 1.646 1.301 -1.365 -0.51
C 1.513 1.476 -0.103 -0.06
C -0.287 -1.307 -0.519 -0.71
C -1.461 0.077 1.267 -0.47
C -0.181 -0.574 0.775 0.01
Cl -1.884 1.390 0.161 -0.06
Cl 0.658 -1.366 2.066 0.00
H 2.264 1.930 -1.967 0.22
H 1.374 0.286 -1.901 0.19
H 0.949 1.365 0.768 0.20
H -1.407 -1.346 -1.051 0.24
H 0.033 -2.405 -0.454 0.24
H 0.486 -0.838 -1.205 0.23
H -2.460 -0.402 1.226 0.24
H -1.242 0.414 2.304 0.23
```

Output
orbital gap (spin up / spin down) = 8.6 / 7.9 eV
E = -30353.887 eV
energy above the lowest of the compared OMol25 structures with the same formula, charge and spin = 138.2 kcal per mole
strongest force on any atom = 3.46 eV/A
highest occupied orbital energy (spin up / spin down) = -8.5 / -8.3 eV

- What is the energy above the lowest of the compared OMol25 structures with the same formula, charge and spin in the second record?
  33.3 kcal per mole